Record 1
Here is a structure of composition C6H17KNO2 from the Open Molecules 2025 dataset. Energies are from ωB97M-V with the def2-TZVPD basis set.

```
! RIJCOSX wB97M-V def2-TZVPD def2/J DEFGRID3
* xyz 1 1
K 0.489 -1.110 -1.801
C 1.452 -0.975 1.990
C 1.846 -1.621 0.685
O 0.763 -2.226 0.072
H 1.256 -1.692 2.787
H 0.492 -0.461 1.956
H 2.308 -0.391 2.328
H 2.708 -2.226 0.966
H 2.149 -0.809 0.024
H 1.196 -2.673 -0.659
C -1.939 0.018 0.490
C -1.890 0.639 -0.869
C -0.672 1.615 -1.023
O 0.531 0.987 -0.873
C 1.262 1.548 0.148
N -1.794 -0.374 -1.924
H -1.002 -0.315 0.937
H -2.672 -0.788 0.504
H -2.232 0.855 1.123
H -2.772 1.266 -1.005
H -0.821 2.571 -0.521
H -0.711 2.035 -2.028
H 0.726 1.483 1.094
H 1.718 2.518 -0.054
H 2.103 0.899 0.394
H -1.812 0.082 -2.825
H -2.681 -0.857 -1.913
*
```

Calculated values
E_tot in Ha: -1043.69923


Record 2
Here is the ion C4H8N2 with charge +2 from the Open Molecules 2025 dataset. Energies are from ωB97M-V with the def2-TZVPD basis set.

```
! RIJCOSX wB97M-V def2-TZVPD def2/J DEFGRID3
* xyz 2 1
C 0.254 0.208 -1.109
C -0.126 0.274 1.107
C 0.229 1.584 -0.716
C -0.251 -1.997 0.145
N 0.028 1.481 0.745
N -0.044 -0.613 0.087
H 0.109 -0.374 -2.076
H -0.180 -0.050 2.112
H 1.276 2.175 -0.985
H -0.416 2.344 -1.337
H 0.243 -2.587 -0.751
H -1.305 -2.344 0.250
H 0.141 -2.291 1.031
H 0.041 2.189 1.496
*
```

Calculated values
SMILES string: C[N+]1=CC[NH+]=C1
E_tot in Ha: -265.94537


Record 3
Here is the molecule C5H6O2 from the Open Molecules 2025 dataset. Energies are from ωB97M-V with the def2-TZVPD basis set.

```
! RIJCOSX wB97M-V def2-TZVPD def2/J DEFGRID3
* xyz 0 1
C -1.877 -0.252 -0.311
C -0.448 -0.079 0.163
O 0.318 -1.256 0.155
C 1.678 -0.920 0.131
O 2.536 -1.759 0.203
C 1.741 0.550 0.010
C 0.495 1.007 -0.159
H -2.375 -0.992 0.327
H -2.394 0.704 -0.185
H -1.989 -0.575 -1.350
H -0.443 0.446 1.171
H 2.655 1.116 0.105
H 0.103 2.010 -0.258
*
```

Calculated values
SMILES string: C[C@@H]1C=CC(=O)O1
E_tot in Ha: -344.57098


Record 4
Here is a cluster of 2 separate species, C4H10Cl2NP in total from the Open Molecules 2025 dataset. Energies are from ωB97M-V with the def2-TZVPD basis set.

```
! RIJCOSX wB97M-V def2-TZVPD def2/J DEFGRID3
* xyz 0 1
C -1.763 -0.410 -0.375
C -0.602 0.921 1.330
C -0.566 0.532 -0.169
C 0.721 -0.154 -0.405
N 1.023 -0.848 -1.526
P 1.737 -0.719 0.986
Cl 1.083 -2.700 -1.279
Cl 0.025 -0.622 -2.969
H -1.883 -0.819 -1.324
H -1.622 -1.130 0.488
H -2.800 0.071 -0.242
H 0.317 1.576 1.650
H -1.473 1.398 1.535
H -0.590 -0.036 1.804
H -0.393 1.454 -0.820
H 1.990 1.480 -0.757
H 1.877 0.378 1.727
H 2.919 -0.372 0.348
*
```

Calculated values
E_tot in Ha: -1474.62070


Record 5
Here is a structure of composition C21H24N2OP2STm from the Open Molecules 2025 dataset. Energies are from ωB97M-V with the def2-TZVPD basis set.

```
! RIJCOSX wB97M-V def2-TZVPD def2/J DEFGRID3
* xyz 1 3
C 0.129 -3.910 0.665
C 0.322 -2.617 0.186
C -0.786 -1.725 0.192
C -2.052 -2.190 0.540
C -2.222 -3.482 1.033
C -1.127 -4.342 1.101
C -3.202 -1.201 0.537
C -2.993 -0.102 -0.491
C -1.688 0.287 -0.777
C -1.453 1.352 -1.700
C -2.552 2.052 -2.193
C -3.856 1.703 -1.833
C -4.077 0.617 -0.987
H 0.982 -4.592 0.690
H -3.218 -3.792 1.357
H -1.252 -5.354 1.483
H -4.133 -1.731 0.311
H -2.380 2.885 -2.879
H -4.699 2.272 -2.221
H -5.084 0.313 -0.694
N -0.627 -0.347 -0.078
Tm 0.336 0.873 1.253
C 1.679 -2.165 -0.318
H 1.605 -1.740 -1.332
H 2.392 -3.000 -0.327
C -0.045 1.729 -2.132
H 0.541 0.837 -2.408
H -0.072 2.423 -2.983
P 2.409 -0.837 0.741
P 0.920 2.596 -0.797
C 0.253 4.288 -0.877
H 0.533 4.789 0.060
H 0.694 4.826 -1.728
H -0.840 4.274 -0.961
C 2.559 2.793 -1.566
H 2.541 3.658 -2.243
H 3.289 2.965 -0.764
H 2.842 1.886 -2.117
C 2.997 -1.803 2.178
H 3.884 -2.386 1.897
H 3.250 -1.101 2.983
H 2.204 -2.469 2.538
C 3.973 -0.447 -0.105
H 4.402 0.440 0.380
H 4.664 -1.296 -0.009
H 3.790 -0.223 -1.164
C -3.245 -0.577 1.855
O -2.419 0.167 2.346
H -4.208 -1.004 2.165
S 2.613 2.404 2.414
C 1.647 1.386 3.222
N 0.780 0.613 3.558
*
```

Calculated values
<S²>: 2.002
E_tot in Ha: -3165.34366


Record 6
Here is a cluster of 2 separate species, C50H54F3N7O8S in total from the Open Molecules 2025 dataset. Energies are from ωB97M-V with the def2-TZVPD basis set.

```
! RIJCOSX wB97M-V def2-TZVPD def2/J DEFGRID3
* xyz 0 1
C 4.295 1.435 -0.267
C 5.101 0.299 -0.881
C 4.552 -0.074 -2.256
C 6.522 0.853 -1.092
C 5.132 -1.016 -0.039
C 6.166 -1.888 -0.390
C 6.423 -3.051 0.305
C 5.621 -3.370 1.390
C 4.528 -2.584 1.756
C 3.711 -3.044 2.997
C 3.585 -1.934 4.034
C 4.368 -4.236 3.703
C 2.359 -3.541 2.497
C 4.209 -1.439 0.957
N 2.980 -0.684 1.202
C 1.730 -0.731 0.598
C 1.415 -1.438 -0.543
C 0.174 -1.771 -1.195
C -0.851 -2.486 -0.535
C -2.049 -2.737 -1.161
C -2.237 -2.275 -2.482
N -3.554 -1.949 -2.846
O -3.791 -1.448 -3.974
O -4.456 -2.179 -1.983
C -1.162 -1.775 -3.246
C 0.037 -1.542 -2.599
N 0.968 0.216 1.271
C -0.423 0.504 0.997
C -1.446 -0.076 1.804
C -1.362 -0.785 3.205
C -2.239 -0.030 4.223
C 0.005 -0.909 3.856
C -1.919 -2.207 3.058
C -2.748 -0.037 1.293
C -3.021 0.432 0.022
C -2.006 0.971 -0.751
C -0.748 1.216 -0.193
C 0.170 2.225 -0.967
C -0.673 3.180 -1.826
C 1.070 1.468 -1.929
C 0.986 3.120 -0.038
C 1.821 0.875 2.160
C 1.464 1.999 3.020
C 0.169 2.559 3.122
C -0.063 3.651 3.957
C 0.999 4.204 4.680
C 2.293 3.668 4.574
C 2.523 2.574 3.752
N 3.045 0.372 2.118
H 4.620 1.670 0.753
H 4.412 2.339 -0.887
H 3.226 1.210 -0.253
H 5.213 -0.806 -2.735
H 3.555 -0.526 -2.186
H 4.493 0.805 -2.908
H 7.139 0.197 -1.717
H 6.462 1.820 -1.607
H 7.037 1.008 -0.136
H 6.810 -1.637 -1.230
H 7.259 -3.697 0.027
H 5.864 -4.275 1.943
H 2.966 -1.108 3.682
H 3.133 -2.330 4.955
H 4.572 -1.517 4.279
H 4.402 -5.117 3.051
H 5.382 -4.007 4.045
H 3.783 -4.524 4.585
H 2.519 -4.365 1.787
H 1.739 -3.904 3.327
H 1.813 -2.760 1.960
H 2.295 -1.904 -0.984
H -0.664 -2.866 0.468
H -2.881 -3.184 -0.624
H -1.318 -1.530 -4.294
H 0.889 -1.158 -3.169
H -3.296 -0.029 3.936
H -2.158 -0.515 5.206
H -1.903 1.009 4.335
H 0.692 -1.549 3.287
H 0.460 0.066 4.053
H -0.131 -1.385 4.842
H -1.434 -2.740 2.231
H -1.742 -2.776 3.980
H -2.996 -2.205 2.864
H -3.576 -0.465 1.860
H -4.036 0.392 -0.359
H -2.215 1.210 -1.798
H -1.422 3.698 -1.216
H -0.009 3.937 -2.263
H -1.181 2.687 -2.663
H 1.625 0.686 -1.409
H 0.468 0.971 -2.698
H 1.796 2.131 -2.422
H 1.714 2.564 0.554
H 1.540 3.861 -0.634
H 0.320 3.653 0.651
H -0.644 2.161 2.519
H -1.076 4.055 4.036
H 0.814 5.050 5.338
H 3.127 4.094 5.130
H 3.513 2.138 3.618
O -4.031 2.398 -6.431
S -4.324 2.677 -5.045
O -3.282 3.013 -4.097
C -5.618 4.080 -5.075
F -4.965 5.231 -5.309
F -6.546 3.912 -6.040
F -6.255 4.178 -3.888
C -5.234 1.254 -4.367
C -5.220 0.970 -2.959
C -6.106 -0.030 -2.552
N -6.530 -0.348 -1.259
O -6.246 0.076 -0.148
O -7.488 -1.352 -1.403
N -7.819 -1.538 -2.722
C -6.968 -0.740 -3.420
C -7.113 -0.254 -4.761
N -8.297 -0.533 -5.530
O -9.023 -1.505 -5.260
O -8.548 0.249 -6.479
C -6.157 0.659 -5.242
H -4.704 1.545 -2.181
H -6.171 0.934 -6.300
*
```

Calculated values
E_tot in Ha: -3620.25839


Record 7
Here is a structure of composition C9H21N3O3Rb from the Open Molecules 2025 dataset. Energies are from ωB97M-V with the def2-TZVPD basis set.

```
! RIJCOSX wB97M-V def2-TZVPD def2/J DEFGRID3
* xyz 1 1
Rb 1.163 0.416 -0.390
C -3.031 0.866 -1.097
C -2.291 2.181 -1.267
O -1.078 2.222 -1.068
N -3.009 3.243 -1.648
C -2.439 4.541 -1.922
H -2.355 0.076 -1.403
H -3.945 0.850 -1.695
H -3.361 0.708 -0.069
H -4.007 3.163 -1.542
H -2.897 4.992 -2.801
H -1.383 4.399 -2.141
H -2.528 5.266 -1.112
C -0.719 1.499 2.703
C -1.297 0.144 2.361
O -0.730 -0.667 1.650
N -2.521 -0.086 2.883
C -3.157 -1.391 2.844
H 0.248 1.605 2.210
H -0.459 1.554 3.763
H -1.373 2.329 2.449
H -2.887 0.621 3.495
H -3.522 -1.558 1.826
H -4.004 -1.407 3.523
H -2.478 -2.200 3.105
C 5.585 -1.330 -1.738
C 4.398 -2.067 -1.184
O 3.313 -1.518 -1.015
N 4.576 -3.395 -0.928
C 3.464 -4.310 -0.756
H 5.818 -0.433 -1.164
H 5.341 -1.032 -2.756
H 6.511 -1.906 -1.740
H 5.468 -3.735 -1.250
H 3.193 -4.818 -1.683
H 2.628 -3.732 -0.382
H 3.766 -5.089 -0.061
*
```

Calculated values
E_tot in Ha: -769.51861


Record 8
Here is a structure of composition C14H24Br4Fe2O10 from the Open Molecules 2025 dataset. Energies are from ωB97M-V with the def2-TZVPD basis set.

```
! RIJCOSX wB97M-V def2-TZVPD def2/J DEFGRID3
* xyz -1 10
Fe 0.302 -3.073 1.517
Fe -0.002 -4.720 -1.210
C -0.434 -2.198 -0.754
O -0.835 -1.862 0.370
O -1.147 -2.968 -1.361
O 0.638 -2.758 -0.520
C 0.796 -5.633 1.059
O 1.395 -4.822 1.716
O 1.094 -6.048 -0.063
O -0.279 -5.064 0.885
O -0.944 2.277 4.259
C -0.965 1.914 3.049
O -0.385 2.470 1.959
C 0.472 3.588 1.941
C -0.249 4.752 1.283
C -1.882 0.847 2.608
H 1.342 3.238 1.385
H 0.804 3.933 2.920
H -0.690 4.468 0.328
H 0.512 5.520 1.145
H -1.068 5.133 1.894
H -1.418 0.253 1.821
H -2.788 1.294 2.200
H -2.131 0.267 3.497
O 3.540 0.924 -3.338
C 4.430 0.578 -2.601
O 4.310 -0.173 -1.541
C 3.083 -0.704 -1.112
C 2.214 0.378 -0.406
C 5.869 1.089 -2.804
H 3.517 -1.391 -0.385
H 2.542 -1.239 -1.893
H 1.901 1.116 -1.146
H 2.848 0.823 0.360
H 1.284 -0.106 -0.108
H 5.815 2.159 -2.608
H 6.112 0.925 -3.854
H 6.600 0.697 -2.098
Br -2.875 2.573 -0.367
C -1.700 1.197 -1.118
C -1.235 1.688 -2.492
Br -0.120 0.360 -3.444
H -2.294 0.301 -1.294
H -0.827 0.913 -0.531
H -0.670 2.617 -2.406
H -2.110 1.874 -3.114
Br -5.595 -3.885 1.539
C -3.984 -2.875 0.753
C -4.301 -1.397 0.537
Br -5.096 -0.798 2.260
H -3.730 -3.335 -0.202
H -3.201 -3.109 1.474
H -5.029 -1.212 -0.254
H -3.433 -0.797 0.264
*
```

Calculated values
<S²>: 24.776
E_tot in Ha: -14123.58502